A 4-piece molecular cluster, C26H30NO15S overall in a non-equilibrium geometry. Source: the Open Molecules 2025 dataset; level of theory: the ωB97M-V functional and the def2-TZVPD basis.

Its frontier orbital gap is 7.275 eV. Its net charge is +1. For the LUMO energy, the calculation gives -0.14277 hartree.

Last columns: bonded neighbours and bond lengths (Å).
CARTESIAN COORDINATES (ANGSTROEM)
1 O 4.0579 -4.0129 4.2381  S2 1.418
2 S 3.0228 -4.6256 3.4866  O1 1.418, O3 1.414, O4 1.567, C5 1.795
3 O 3.1061 -4.5175 2.0797  S2 1.414
4 O 2.9850 -6.1664 3.7670  S2 1.567, H14 0.975
5 C 1.4446 -3.9710 4.0380  S2 1.795, C6 1.528, H15 1.079, H16 1.074
6 C 0.5235 -3.5223 2.9048  C5 1.528, C7 1.549, H17 1.079, H18 1.075
7 C 0.6417 -2.0191 2.5524  C6 1.549, C8 1.541, H19 1.082, H20 1.080
8 C 1.0055 -1.6891 1.0917  C7 1.541, C9 1.535, H21 1.077, H22 1.076
9 C 2.5233 -1.4942 0.9718  C8 1.535, C10 1.510, C13 1.548, H23 1.081
10 C 3.2714 -2.0206 -0.2290  C9 1.510, C11 1.552, H24 1.077, H25 1.076
11 C 4.6857 -1.4043 -0.0623  C10 1.552, N12 1.507, H26 1.074, H27 1.072
12 N 4.5252 -0.3907 1.0418  C11 1.507, C13 1.481, H28 1.019, H29 1.019
13 C 3.0840 -0.0523 1.0060  C9 1.548, N12 1.481, H30 1.076, H31 1.070
14 H 3.1341 -6.3056 4.7207  O4 0.975
15 H 0.9672 -4.7792 4.5703  C5 1.079
16 H 1.6514 -3.1786 4.7335  C5 1.074
17 H -0.4734 -3.7074 3.2738  C6 1.079
18 H 0.6327 -4.1475 2.0369  C6 1.075
19 H 1.3253 -1.5396 3.2412  C7 1.082
20 H -0.3269 -1.5792 2.7413  C7 1.080
21 H 0.6461 -2.4719 0.4457  C8 1.077
22 H 0.4924 -0.7817 0.8245  C8 1.076
23 H 2.9487 -1.9344 1.8624  C9 1.081
24 H 2.8239 -1.7939 -1.1816  C10 1.077
25 H 3.4293 -3.0851 -0.2441  C10 1.076
26 H 4.9048 -0.8752 -0.9710  C11 1.074
27 H 5.4293 -2.1390 0.1765  C11 1.072
28 H 4.7783 -0.8060 1.9378  N12 1.019
29 H 5.1044 0.4432 0.9520  N12 1.019
30 H 2.6953 0.4047 1.8989  C13 1.076
31 H 2.8292 0.4360 0.0881  C13 1.070
32 C -1.5713 3.9417 -0.4376  C33 1.337, C38 1.455, H42 1.081
33 C -0.8950 2.8381 -0.7741  C32 1.337, C34 1.499, O41 1.330
34 C 0.0207 2.1428 0.1874  C33 1.499, O35 1.226, C36 1.448
35 O 0.5895 1.1266 -0.1957  C34 1.226
36 C 0.1856 2.7034 1.5120  C34 1.448, C37 1.343, H43 1.081
37 C -0.4899 3.8117 1.8563  C36 1.343, C38 1.506, O40 1.315
38 C -1.4272 4.5000 0.8986  C32 1.455, C37 1.506, O39 1.211
39 O -2.0097 5.4867 1.2920  C38 1.211
40 O -0.3869 4.3732 3.0413  C37 1.315, H44 0.980
41 O -0.9909 2.2833 -1.9789  C33 1.330, H45 0.976
42 H -2.2312 4.4467 -1.1289  C32 1.081
43 H 0.8561 2.2028 2.1957  C36 1.081
44 H -0.9790 5.1541 3.0318  O40 0.980
45 H -0.4104 1.4990 -1.9741  O41 0.976
46 C -0.5133 4.4039 -4.8252  C47 1.337, C52 1.454, H56 1.081
47 C -1.1920 5.5371 -4.6192  C46 1.337, C48 1.501, O55 1.328
48 C -1.4687 6.5135 -5.7257  C47 1.501, O49 1.215, C50 1.455
49 O -2.1064 7.5109 -5.4530  C48 1.215
50 C -0.9544 6.2106 -7.0528  C48 1.455, C51 1.340, H57 1.081
51 C -0.2710 5.0767 -7.2594  C50 1.340, C52 1.503, O54 1.324
52 C -0.0150 4.0903 -6.1550  C46 1.454, C51 1.503, O53 1.216
53 O 0.6001 3.0755 -6.4214  C52 1.216
54 O 0.2261 4.7391 -8.4397  C51 1.324, H58 0.977
55 O -1.6661 5.8814 -3.4277  C47 1.328, H59 0.979
56 H -0.3139 3.7002 -4.0296  C46 1.081
57 H -1.1450 6.9251 -7.8406  C50 1.081
58 H 0.6673 3.8758 -8.3168  O54 0.977
59 H -2.1108 6.7446 -3.5489  O55 0.979
60 C -4.7085 -2.0690 1.6027  C61 1.336, C66 1.458, H70 1.081
61 C -3.5328 -2.1135 0.9685  C60 1.336, C62 1.501, O69 1.331
62 C -2.8873 -3.4098 0.5745  C61 1.501, O63 1.220, C64 1.450
63 O -1.8178 -3.3471 -0.0087  C62 1.220
64 C -3.5562 -4.6497 0.9156  C62 1.450, C65 1.342, H71 1.081
65 C -4.7363 -4.6122 1.5527  C64 1.342, C66 1.505, O68 1.319
66 C -5.3963 -3.3130 1.9285  C60 1.458, C65 1.505, O67 1.212
67 O -6.4695 -3.3623 2.4904  C66 1.212
68 O -5.4023 -5.6983 1.8953  C65 1.319, H72 0.979
69 O -2.8395 -1.0269 0.6364  C61 1.331, H73 0.978
70 H -5.1824 -1.1409 1.8889  C60 1.081
71 H -3.0743 -5.5766 0.6388  C64 1.081
72 H -6.2221 -5.3949 2.3355  O68 0.979
73 H -2.0411 -1.3545 0.1766  O69 0.978